[1]
DFT (ωB97M-V/def2-TZVPD) results for a molecular structure, CN3O2S in a non-equilibrium geometry.

```
7
Properties=species:S:1:pos:R:3:forces:R:3:lowdin_charge:R:1
C 2.44637 0.12946 -0.01546 0.472 -0.245 -0.233 -1.116
N 2.53975 1.23007 -0.39111 -0.309 -0.040 0.194 -0.059
N -0.83669 0.20379 0.46906 0.540 1.033 -0.683 0.387
N -1.96614 -0.04827 0.10031 -0.030 -0.584 -0.943 -0.569
O -2.87350 -0.75988 0.38021 -0.937 -0.195 0.291 0.093
O -1.77472 0.72980 -0.97674 0.542 -0.257 1.307 0.062
S 2.46493 -1.48498 0.43372 -0.277 0.288 0.068 0.203
```
Positions in Å, forces in eV/Å.

Results
Net charge: -1
Max |F|: 1.4 eV Å⁻¹
Orbital gap (alpha / beta): 0.171 / 0.171 Eh
Multiplicity: 1
E_tot: -20432.3635 eV
LUMO level (alpha / beta): 1.0 / 1.0 eV



[2]
DFT (ωB97M-V/def2-TZVPD) results for 2 unconnected molecules or ions with the total composition CN3O3 in a non-equilibrium geometry.

```
7
Properties=species:S:1:pos:R:3:forces:R:3:lowdin_charge:R:1
C -2.02411 0.01926 1.85515 -1.136 -0.738 0.556 -0.798
N -2.89565 -0.56477 2.38614 -0.604 -0.434 0.457 -0.055
N 1.60826 0.15173 -0.81657 2.208 -0.262 1.028 -0.018
N 1.40144 -0.18814 -1.92370 -2.155 0.176 -1.127 -0.053
O 0.52525 -0.23917 -2.75874 0.505 -0.215 -0.180 0.025
O 2.53285 0.20492 -0.04005 -0.668 0.318 0.395 0.030
O -1.14804 0.61616 1.29777 1.851 1.155 -1.128 -0.130
```
Positions in Å, forces in eV/Å.

Results
Net charge: -1
Max |F|: 2.5 eV Å⁻¹
Orbital gap: 0.168 Eh
Multiplicity: 1
E_tot: -11645.3231 eV
LUMO level: 1.1 eV



[3]
DFT (ωB97M-V/def2-TZVPD) results for a gas-phase ion, CN3O3PS (charge -2) in a non-equilibrium geometry.

```
9
Properties=species:S:1:pos:R:3:forces:R:3:lowdin_charge:R:1
C -0.03239 0.03588 0.42512 0.360 -0.533 -1.394 -0.015
N 0.58386 -0.61418 -0.33025 -0.410 -0.853 1.453 -0.051
N 1.33937 -1.64707 -0.75602 0.842 -0.840 -0.034 -0.171
N 1.15845 -2.77592 -0.15742 0.157 0.681 -1.070 -0.646
O 0.70428 2.37341 -0.06682 -0.274 -0.239 0.836 -0.441
O -1.39147 1.62640 -1.23139 -0.406 -1.097 -1.279 -0.418
O -1.64092 2.26983 1.13546 0.595 -0.272 1.013 -0.455
P -0.69900 1.81660 0.06461 -0.483 3.160 -0.200 -0.049
S -0.02218 -3.08495 0.91671 -0.381 -0.007 0.676 0.247
```
Positions in Å, forces in eV/Å.

Results
Net charge: -2
Max |F|: 3.2 eV Å⁻¹
Orbital gap: 0.238 Eh
Multiplicity: 1
E_tot: -31772.6632 eV
LUMO level: 5.8 eV



[4]
DFT (ωB97M-V/def2-TZVPD) results for a molecular structure, CN3O5 in a non-equilibrium geometry.

```
9
Properties=species:S:1:pos:R:3:forces:R:3:lowdin_charge:R:1
C 1.31922 0.34296 0.35027 -0.915 -0.052 0.597 -0.449
N 1.00295 -0.12913 -0.76086 -0.155 -0.505 -2.058 0.150
N -1.40037 0.99294 1.52447 -0.512 -1.200 -1.867 -0.153
N -0.07076 -0.85834 -1.19631 0.656 0.468 -0.755 -0.441
O -2.19159 0.58662 0.65567 2.679 0.795 1.727 -0.103
O -0.27629 -1.93448 -0.65924 -0.562 0.511 -0.174 0.038
O 2.27011 0.73129 0.91657 0.149 0.319 0.619 0.112
O -0.08150 0.72270 1.42751 -1.460 0.382 0.356 -0.163
O -0.57176 -0.45457 -2.25809 0.119 -0.717 1.556 0.007
```
Positions in Å, forces in eV/Å.

Results
Net charge: -1
Max |F|: 3.3 eV Å⁻¹
Orbital gap: 0.339 Eh
Multiplicity: 1
E_tot: -15739.8030 eV
LUMO level: 3.9 eV



[5]
DFT (ωB97M-V/def2-TZVPD) results for 2 unconnected molecules or ions with the total composition CN4O in a non-equilibrium geometry.

```
6
Properties=species:S:1:pos:R:3:forces:R:3:lowdin_charge:R:1
C -1.83651 0.64412 -1.08673 3.272 -2.202 0.262 -0.789
N -0.81376 0.02589 -1.02265 -1.566 0.741 -0.666 -0.038
N 2.46431 -1.59575 1.01825 1.914 -3.574 -0.415 -0.186
N 1.25244 0.33541 1.15218 -1.382 2.311 0.396 -0.101
N 1.81205 -0.65379 1.05054 0.036 1.281 0.565 -0.716
O -2.87853 1.24411 -1.11158 -2.273 1.443 -0.142 -0.170
```
Positions in Å, forces in eV/Å.

Results
Net charge: -2
Max |F|: 4.1 eV Å⁻¹
Orbital gap: 0.209 Eh
Multiplicity: 1
E_tot: -9041.8377 eV
LUMO level: 7.0 eV



[6]
DFT (ωB97M-V/def2-TZVPD) results for 2 unconnected molecules or ions with the total composition CN4O3 in a non-equilibrium geometry.

```
8
Properties=species:S:1:pos:R:3:forces:R:3:lowdin_charge:R:1
N 0.06467 -0.12427 1.56132 -0.733 0.656 1.146 0.236
N -0.92972 0.11489 2.02828 2.159 -1.158 -0.849 -0.282
O -1.97798 0.24969 2.51140 -1.334 0.547 0.567 0.112
N -1.26626 -1.22978 -0.72106 -0.862 -0.621 -0.262 0.162
C -0.44811 -0.44620 -0.90566 0.362 -1.035 -0.191 -0.480
O 0.46168 0.41428 -0.96523 0.529 3.138 -0.174 -0.052
N 1.91435 0.14047 -1.52399 2.017 -0.427 -0.915 0.125
O 2.55632 1.07506 -1.62063 -2.138 -1.099 0.678 0.178
```
Positions in Å, forces in eV/Å.

Results
Max |F|: 3.2 eV Å⁻¹
Orbital gap: 0.338 Eh
Structure (SMILES): N#[N+][O-].N#CON=O
Multiplicity: 1
E_tot: -13133.6828 eV
LUMO level: -1.8 eV



[7]
DFT (ωB97M-V/def2-TZVPD) results for 2 unconnected molecules or ions with the total composition CN4O3S2 in a non-equilibrium geometry.

```
10
Properties=species:S:1:pos:R:3:forces:R:3:lowdin_charge:R:1
C -0.02737 1.72497 1.45271 1.345 -0.917 -1.024 -1.189
N 0.38794 -0.02954 0.27396 -2.149 0.507 0.730 -0.155
N -1.17015 1.07354 1.30135 -1.105 -1.627 -0.645 -0.095
N -0.91971 -0.00095 0.57968 1.216 -0.129 -0.363 -0.129
N 0.99543 1.10996 0.81363 -0.222 -1.416 -0.769 -0.043
O 0.47216 -1.26566 -2.61976 -0.887 0.102 2.169 -0.398
O 1.38969 -2.87822 -1.15832 -0.744 0.510 1.719 -0.381
O -1.09957 -2.37823 -0.99006 3.171 0.982 -0.034 -0.378
S 0.04563 3.11819 2.36950 0.537 2.012 1.173 0.150
S 0.28664 -1.93570 -1.30793 -1.163 -0.024 -2.956 0.617
```
Positions in Å, forces in eV/Å.

Results
Net charge: -2
Max |F|: 3.3 eV Å⁻¹
Orbital gap: 0.172 Eh
Multiplicity: 1
E_tot: -34807.8047 eV
LUMO level: 5.0 eV



[8]
DFT (ωB97M-V/def2-TZVPD) results for a gas-phase ion, CN5O2 (charge -1) in a non-equilibrium geometry.

```
8
Properties=species:S:1:pos:R:3:forces:R:3:lowdin_charge:R:1
C -0.09795 0.05517 -0.29437 -0.414 -1.333 5.963 -0.194
N 0.88077 -0.69896 1.35082 0.070 0.976 -1.851 0.066
N -1.21805 0.14156 0.30570 1.088 0.880 -3.006 -0.015
N -0.11820 -0.60315 2.00717 2.029 -1.127 0.245 -0.280
N -1.25531 -0.24370 1.61108 -2.833 0.605 0.699 -0.166
N 0.49779 0.41567 -1.43877 0.016 -1.127 -3.754 -0.407
O 0.54251 -0.49569 -2.32284 0.111 0.993 1.052 -0.025
O 0.98548 1.52027 -1.64213 -0.066 0.133 0.652 0.021
```
Positions in Å, forces in eV/Å.

Results
Net charge: -1
Max |F|: 6.1 eV Å⁻¹
Orbital gap (alpha / beta): 0.290 / 0.290 Eh
Multiplicity: 1
E_tot: -12577.0530 eV
LUMO level (alpha / beta): 3.3 / 3.3 eV



What is the max |F| in the second record?
2.5 eV Å⁻¹



Which value of max |F| does entry 1 give?
1.4 eV Å⁻¹



Copy entry 5 word for word.
DFT (ωB97M-V/def2-TZVPD) results for 2 unconnected molecules or ions with the total composition CN4O in a non-equilibrium geometry.

```
6
Properties=species:S:1:pos:R:3:forces:R:3:lowdin_charge:R:1
C -1.83651 0.64412 -1.08673 3.272 -2.202 0.262 -0.789
N -0.81376 0.02589 -1.02265 -1.566 0.741 -0.666 -0.038
N 2.46431 -1.59575 1.01825 1.914 -3.574 -0.415 -0.186
N 1.25244 0.33541 1.15218 -1.382 2.311 0.396 -0.101
N 1.81205 -0.65379 1.05054 0.036 1.281 0.565 -0.716
O -2.87853 1.24411 -1.11158 -2.273 1.443 -0.142 -0.170
```
Positions in Å, forces in eV/Å.

Results
Net charge: -2
Max |F|: 4.1 eV Å⁻¹
Orbital gap: 0.209 Eh
Multiplicity: 1
E_tot: -9041.8377 eV
LUMO level: 7.0 eV